(1)
Formula: H6Si3
Source: OMol25
Level of theory: ωB97M-V/def2-TZVPD

Output
* DFT total energy: -23726.3090 eV
* HOMO-LUMO gap: 7.41 eV
* M: 90.31 g mol⁻¹
* multiplicity: 1
* LUMO energy: -1.6 eV

Each atom is followed by the atoms it is bonded to, with distances in Å.
Cartesian coordinates (Å):
1 Si -1.58077 -1.68230 2.08718  Si3 2.373, H4 1.603
2 Si 0.48326 0.88829 -0.60888  Si3 2.288, H5 1.467, H6 1.481, H7 1.602
3 Si -0.28139 -1.11662 0.18416  Si1 2.373, Si2 2.288, H8 1.474, H9 1.496
4 H -0.89659 -0.37140 2.70554  Si1 1.603
5 H 1.94404 0.91753 -0.47215  Si2 1.467
6 H 0.16051 2.04611 0.25649  Si2 1.481
7 H 0.44443 1.18780 -2.18229  Si2 1.602
8 H 1.03220 -1.70946 0.49375  Si3 1.474
9 H -0.68931 -1.98518 -0.96299  Si3 1.496

(2)
Formula: H72O36
Source: OMol25
Level of theory: ωB97M-V/def2-TZVPD

Output
* DFT total energy: -74884.8289 eV
* HOMO-LUMO gap: 8.48 eV
* M: 648.54 g mol⁻¹
* multiplicity: 1
* LUMO energy: -1.0 eV

Each atom is followed by the atoms it is bonded to, with distances in Å.
Cartesian coordinates (Å):
1 O -3.39710 3.13466 0.57902  H2 0.957, H3 0.957
2 H -3.40398 2.29966 1.04695  O1 0.957
3 H -3.80306 2.93975 -0.26564  O1 0.957
4 O -0.64385 -0.02808 -0.45079  H5 0.957, H6 0.957
5 H -0.52473 0.39428 0.39989  O4 0.957
6 H 0.13565 -0.57285 -0.55950  O4 0.957
7 O -1.52236 -4.17656 2.84693  H8 0.957, H9 0.957
8 H -2.07860 -4.95542 2.83262  O7 0.957
9 H -0.77325 -4.40652 2.29721  O7 0.957
10 O 2.22078 3.82726 2.71790  H11 0.957, H12 0.957
11 H 3.07515 4.17221 2.97731  O10 0.957
12 H 1.93538 3.30462 3.46732  O10 0.957
13 O 1.26290 2.34913 4.71740  H14 0.957, H15 0.957
14 H 1.10816 2.50802 5.64855  O13 0.957
15 H 1.06305 1.42095 4.59586  O13 0.957
16 O -0.57034 1.39488 2.15625  H17 0.957, H18 0.957
17 H -1.51591 1.26874 2.23508  O16 0.957
18 H -0.19599 0.83476 2.83622  O16 0.957
19 O 0.86482 3.64454 -1.30171  H20 0.957, H21 0.957
20 H 0.84915 4.31545 -0.61917  O19 0.957
21 H -0.01727 3.27295 -1.29327  O19 0.957
22 O -1.16103 4.71572 3.37880  H23 0.957, H24 0.957
23 H -1.60470 5.09018 2.61777  O22 0.957
24 H -0.67019 3.97227 3.02868  O22 0.957
25 O -4.41541 0.22826 -3.72628  H26 0.957, H27 0.957
26 H -4.44495 -0.31314 -4.51511  O25 0.957
27 H -3.68592 -0.12707 -3.21851  O25 0.957
28 O 3.85477 0.33041 2.87718  H29 0.957, H30 0.957
29 H 3.69346 0.08276 3.78761  O28 0.957
30 H 3.00882 0.64796 2.56135  O28 0.957
31 O 1.89618 -2.67577 2.25391  H32 0.957, H33 0.957
32 H 1.59324 -3.36777 1.66604  O31 0.957
33 H 2.79217 -2.49475 1.96987  O31 0.957
34 O -4.44709 2.50072 -2.05990  H35 0.957, H36 0.957
35 H -4.75609 3.07449 -2.76099  O34 0.957
36 H -4.54452 1.61639 -2.41303  O34 0.957
37 O 5.34244 0.04758 -1.44731  H38 0.957, H39 0.957
38 H 5.59721 0.92149 -1.74327  O37 0.957
39 H 4.41304 0.12825 -1.23297  O37 0.957
40 O -3.05116 -0.38648 -1.47094  H41 0.957, H42 0.957
41 H -2.32528 -0.08573 -0.92424  O40 0.957
42 H -3.17204 -1.30387 -1.22596  O40 0.957
43 O -1.02747 -2.35509 4.81815  H44 0.957, H45 0.957
44 H -0.57469 -3.01056 5.34880  O43 0.957
45 H -1.05847 -2.73638 3.94072  O43 0.957
46 O -3.48294 0.55470 1.79507  H47 0.957, H48 0.957
47 H -3.21155 -0.27150 1.39510  O46 0.957
48 H -4.39321 0.40899 2.05275  O46 0.957
49 O -0.86602 -3.88714 -4.05709  H50 0.957, H51 0.957
50 H -1.59852 -4.49503 -4.15787  O49 0.957
51 H -0.11749 -4.44589 -3.84798  O49 0.957
52 O -1.05728 0.51021 -3.60665  H53 0.957, H54 0.957
53 H -0.28713 0.11780 -4.01788  O52 0.957
54 H -1.30325 -0.10814 -2.91863  O52 0.957
55 O -2.09687 -1.96995 1.25881  H56 0.957, H57 0.957
56 H -2.03510 -2.63436 1.94508  O55 0.957
57 H -1.48623 -2.26511 0.58336  O55 0.957
58 O 1.86482 1.44872 0.99591  H59 0.957, H60 0.957
59 H 2.12155 2.21344 1.51120  O58 0.957
60 H 0.91073 1.42031 1.06762  O58 0.957
61 O 4.49962 -1.59349 1.24220  H62 0.957, H63 0.957
62 H 5.42441 -1.35329 1.29977  O61 0.957
63 H 4.06845 -1.04730 1.89947  O61 0.957
64 O 2.52422 -5.14564 -1.86084  H65 0.957, H66 0.957
65 H 2.84904 -4.24557 -1.88549  O64 0.957
66 H 3.15945 -5.61529 -1.32032  O64 0.957
67 O 2.63774 0.47902 -1.41485  H68 0.957, H69 0.957
68 H 2.55393 0.63105 -0.47353  O67 0.957
69 H 2.18934 1.22199 -1.81881  O67 0.957
70 O -1.58515 2.84949 -2.10968  H71 0.957, H72 0.957
71 H -1.49310 1.97184 -2.48047  O70 0.957
72 H -2.48838 2.88339 -1.79463  O70 0.957
73 O 2.10904 2.65182 -4.28150  H74 0.957, H75 0.957
74 H 1.25978 2.94815 -3.95413  O73 0.957
75 H 2.35187 3.30141 -4.94127  O73 0.957
76 O 1.48895 -1.87967 -2.12621  H77 0.957, H78 0.957
77 H 1.70853 -2.12352 -3.02540  O76 0.957
78 H 1.89446 -1.02119 -2.00453  O76 0.957
79 O -2.23394 5.44608 0.96605  H80 0.957, H81 0.957
80 H -1.49669 5.26911 0.38177  O79 0.957
81 H -2.78291 4.66446 0.90325  O79 0.957
82 O -0.61727 -3.30606 -0.71348  H83 0.957, H84 0.957
83 H 0.16390 -2.94565 -1.13312  O82 0.957
84 H -0.32992 -4.14399 -0.35081  O82 0.957
85 O -1.22852 0.49431 5.50298  H86 0.957, H87 0.957
86 H -1.98305 0.99592 5.19428  O85 0.957
87 H -1.26587 -0.32429 5.00828  O85 0.957
88 O 0.87968 -5.02725 0.61694  H89 0.957, H90 0.957
89 H 1.61760 -4.86831 0.02835  O88 0.957
90 H 0.88572 -5.97381 0.75919  O88 0.957
91 O -1.56098 3.09086 -5.22960  H92 0.957, H93 0.957
92 H -1.56270 2.37746 -4.59141  O91 0.957
93 H -2.17775 2.80974 -5.90547  O91 0.957
94 O 0.85759 5.35082 0.84000  H95 0.957, H96 0.957
95 H 1.13648 4.71563 1.49954  O94 0.957
96 H 1.19513 6.18890 1.15612  O94 0.957
97 O 0.79419 -0.49024 3.62754  H98 0.957, H99 0.957
98 H 1.32672 -1.02632 3.03995  O97 0.957
99 H 0.37838 -1.12009 4.21628  O97 0.957
100 O -3.47466 -3.39607 -1.68106  H101 0.957, H102 0.957
101 H -3.78739 -4.24468 -1.36754  O100 0.957
102 H -2.55914 -3.36039 -1.40397  O100 0.957
103 O 0.17664 -1.59822 -5.32331  H104 0.957, H105 0.957
104 H 0.07422 -2.40194 -4.81363  O103 0.957
105 H 0.98874 -1.72670 -5.81342  O103 0.957
106 O 4.23122 -3.00542 -1.20800  H107 0.957, H108 0.957
107 H 4.63147 -2.13658 -1.24203  O106 0.957
108 H 4.28894 -3.26034 -0.28718  O106 0.957

(3)
Formula: H72O36
Source: OMol25
Level of theory: ωB97M-V/def2-TZVPD

Output
* DFT total energy: -74886.5034 eV
* HOMO-LUMO gap: 10.63 eV
* M: 648.54 g mol⁻¹
* multiplicity: 1
* LUMO energy: 0.0 eV

Each atom is followed by the atoms it is bonded to, with distances in Å.
Cartesian coordinates (Å):
1 O -16.53563 3.23591 -10.81118  H2 0.993, H3 0.954
2 H -17.32652 3.83211 -10.87885  O1 0.993
3 H -16.01355 3.12804 -11.60182  O1 0.954
4 O -21.34024 -2.46818 -9.06291  H5 0.997, H6 0.987
5 H -20.67981 -2.09005 -9.70693  O4 0.997
6 H -20.89474 -2.34756 -8.18994  O4 0.987
7 O -21.65411 4.79545 -10.00499  H8 0.973, H9 1.008
8 H -21.71014 3.83991 -9.83243  O7 0.973
9 H -22.48926 5.11664 -10.46979  O7 1.008
10 O -17.92548 -2.47850 -8.91142  H11 0.999, H12 0.977
11 H -18.33433 -1.84910 -8.25159  O10 0.999
12 H -18.45327 -3.28907 -8.77192  O10 0.977
13 O -21.96635 0.39866 -7.44763  H14 0.960, H15 0.963
14 H -22.77035 -0.06248 -7.69896  O13 0.960
15 H -22.22918 1.02998 -6.76892  O13 0.963
16 O -19.76473 -4.45214 -11.71725  H17 0.953, H18 0.969
17 H -19.69468 -3.50241 -11.74229  O16 0.953
18 H -19.55152 -4.87221 -12.56455  O16 0.969
19 O -12.55345 2.00449 -8.91947  H20 0.971, H21 0.973
20 H -13.26875 2.62714 -8.71025  O19 0.971
21 H -11.73980 2.33382 -8.50044  O19 0.973
22 O -16.15934 -2.18361 -5.19248  H23 0.931, H24 0.972
23 H -15.86192 -1.88875 -6.02447  O22 0.931
24 H -16.54586 -1.39121 -4.78296  O22 0.972
25 O -21.91615 4.82009 -7.19525  H26 0.995, H27 0.995
26 H -21.69283 3.85090 -7.20186  O25 0.995
27 H -21.86810 5.09332 -8.15111  O25 0.995
28 O -17.48991 0.17192 -5.11522  H29 0.951, H30 0.968
29 H -18.17516 -0.08741 -5.72198  O28 0.951
30 H -17.30309 1.11108 -5.25461  O28 0.968
31 O -20.85206 2.54691 -6.26450  H32 0.969, H33 0.946
32 H -20.63962 3.04223 -5.45935  O31 0.969
33 H -20.02319 2.22573 -6.58713  O31 0.946
34 O -15.63679 4.82277 -7.14013  H35 0.947, H36 1.008
35 H -14.93113 5.45261 -7.19569  O34 0.947
36 H -15.35831 3.97276 -7.60536  O34 1.008
37 O -19.01329 -0.25279 -7.55652  H38 1.029, H39 0.962
38 H -20.03463 -0.13168 -7.54469  O37 1.029
39 H -18.76329 0.60325 -7.91660  O37 0.962
40 O -16.50385 -0.39284 -12.62610  H41 0.988, H42 0.959
41 H -15.68114 -0.10414 -12.16128  O40 0.988
42 H -16.71817 0.14132 -13.39297  O40 0.959
43 O -19.36066 3.46738 -3.99391  H44 0.971, H45 0.952
44 H -19.51837 4.38351 -3.71214  O43 0.971
45 H -19.09319 2.89977 -3.27842  O43 0.952
46 O -18.88452 1.21629 -11.14972  H47 0.944, H48 0.960
47 H -17.97054 1.42099 -11.02845  O46 0.944
48 H -18.95187 0.29941 -10.87338  O46 0.960
49 O -18.71921 1.13093 -2.50243  H50 0.970, H51 0.986
50 H -19.64811 1.07153 -2.22885  O49 0.970
51 H -18.58116 0.57197 -3.30301  O49 0.986
52 O -19.17149 -1.56521 -10.97142  H53 0.995, H54 1.004
53 H -18.64938 -1.99326 -10.24082  O52 0.995
54 H -18.43354 -1.48338 -11.64769  O52 1.004
55 O -13.13749 -2.96073 -7.42597  H56 0.994, H57 0.930
56 H -13.09763 -2.88724 -6.43543  O55 0.994
57 H -12.27992 -2.75897 -7.72349  O55 0.930
58 O -20.14975 6.48535 -6.25213  H59 0.960, H60 0.978
59 H -20.49369 7.35046 -6.48591  O58 0.960
60 H -20.78735 5.76724 -6.43626  O58 0.978
61 O -17.22929 2.83461 -5.83820  H62 0.974, H63 0.976
62 H -16.45128 3.41007 -5.72542  O61 0.974
63 H -17.87324 3.28403 -5.25807  O61 0.976
64 O -21.13676 2.16915 -9.82042  H65 0.986, H66 0.999
65 H -20.38277 1.68558 -10.23172  O64 0.986
66 H -21.54762 1.50533 -9.19775  O64 0.999
67 O -14.55524 -2.83352 -12.36331  H68 0.976, H69 0.941
68 H -14.67228 -3.09073 -11.42903  O67 0.976
69 H -15.29276 -2.37453 -12.72524  O67 0.941
70 O -19.59802 -4.75237 -8.96635  H71 0.962, H72 0.998
71 H -20.46917 -4.38444 -8.79109  O70 0.962
72 H -19.72285 -4.93845 -9.93888  O70 0.998
73 O -13.95696 0.43702 -11.54315  H74 0.997, H75 0.976
74 H -13.53052 0.95988 -10.80942  O73 0.997
75 H -13.58411 -0.46389 -11.50893  O73 0.976
76 O -15.51522 0.37596 -7.57762  H77 0.926, H78 0.946
77 H -16.19972 0.21062 -6.97645  O76 0.926
78 H -15.31145 -0.42635 -8.03607  O76 0.946
79 O -15.04800 -1.75175 -9.50340  H80 1.004, H81 0.967
80 H -14.55333 -2.41373 -8.93381  O79 1.004
81 H -15.97507 -2.02511 -9.52138  O79 0.967
82 O -18.34416 5.23193 -7.65999  H83 0.993, H84 0.957
83 H -17.38299 5.35194 -7.44019  O82 0.993
84 H -18.90583 5.80925 -7.14282  O82 0.957
85 O -15.12255 2.62908 -13.03392  H86 0.983, H87 0.978
86 H -14.69418 1.74775 -13.10827  O85 0.983
87 H -14.58983 3.31163 -13.48800  O85 0.978
88 O -15.16390 2.78182 -8.56215  H89 1.037, H90 1.009
89 H -15.91343 3.05319 -9.22560  O88 1.037
90 H -15.35159 1.84594 -8.23508  O88 1.009
91 O -13.30034 -2.47719 -4.70527  H92 0.940, H93 0.911
92 H -14.22455 -2.43942 -4.53917  O91 0.940
93 H -13.05325 -1.61804 -4.52938  O91 0.911
94 O -18.57986 4.81487 -10.31435  H95 0.991, H96 0.959
95 H -18.23007 5.14165 -9.44674  O94 0.991
96 H -19.52027 4.99281 -10.25708  O94 0.959
97 O -23.67230 -1.26307 -8.89042  H98 0.961, H99 0.944
98 H -22.99147 -1.89869 -9.12820  O97 0.961
99 H -24.32821 -1.73326 -8.39995  O97 0.944
100 O -18.91724 2.47978 -8.11435  H101 0.990, H102 0.983
101 H -19.69940 2.66726 -8.69156  O100 0.990
102 H -18.51524 3.36396 -7.96150  O100 0.983
103 O -18.40221 -5.17615 -6.39080  H104 0.964, H105 0.975
104 H -17.44637 -5.05685 -6.43658  O103 0.964
105 H -18.61440 -5.35866 -7.32483  O103 0.975
106 O -20.75456 -2.87170 -6.24043  H107 0.973, H108 0.999
107 H -20.36140 -3.72801 -5.99935  O106 0.973
108 H -20.14682 -2.19713 -5.82489  O106 0.999

DFT total energy of number 2 (H72O36)?
-74884.8289 eV